C6H11Br | ωB97M-V with the def2-TZVPD basis set

Each line ends with the Mulliken charge.
Positions of all 18 atoms, in Å:
C: 0.00619 1.44558 -0.51014  -0.682
C: 1.03428 0.31580 -0.63236  0.316
C: 0.60347 0.83052 0.67246  0.315
C: 2.35213 0.59819 -1.40840  -1.127
C: 0.48717 0.63172 1.97758  -0.678
C: -2.13943 -2.13635 -0.42160  0.005
Br: -3.58100 -0.96629 -0.89042  -0.155
H: 0.35842 2.43342 -0.67924  0.257
H: -1.02031 1.40663 -0.82168  0.235
H: 0.59579 -0.75218 -0.83087  0.003
H: 2.87742 -0.33944 -1.17862  0.336
H: 2.94672 1.55271 -1.05049  0.272
H: 2.06249 0.63134 -2.53515  0.258
H: -1.19425 -1.61354 -0.72661  -0.352
H: -0.37219 1.27029 2.45158  0.189
H: 1.10975 -0.06875 2.60351  0.257
H: -2.22920 -2.26210 0.63390  0.232
H: -2.22379 -3.08477 -0.95666  0.318

Results
Net charge: 0
Structure (SMILES): C=C1C[C@H]1C.CBr
Energy relative to the best compared isomer or geometry (same formula, charge and spin): 221.2 kJ/mol
Electronic energy: -2809.1171 hartree
Gap between HOMO and LUMO: 10.41 eV
Lowest unoccupied orbital energy: 0.78 eV